No. 1
Computed, not measured: 2 unconnected molecules or ions with the total composition C4H12N2 at a distorted geometry, with ωB97M-V with the def2-TZVPD basis set.

Last column: natural (NBO) charge in e.
Geometry (Å):
C -2.070 0.979 -0.166  -0.077
N -1.456 -0.125 0.085  -0.407
C -2.124 -1.354 -0.335  -0.457
H -1.701 1.773 0.478  0.186
H -2.971 1.109 -0.772  0.156
H -3.149 -1.310 -0.008  0.200
H -2.182 -1.292 -1.490  0.194
H -1.610 -2.303 -0.026  0.215
C 1.417 -0.245 1.254  -0.411
N 1.440 0.920 0.388  -0.645
C 2.255 0.663 -0.784  -0.414
H 2.478 -0.628 1.276  0.175
H 0.752 -1.014 0.811  0.174
H 1.139 -0.034 2.332  0.196
H 0.404 1.027 0.136  0.367
H 1.701 0.124 -1.600  0.164
H 2.618 1.665 -1.137  0.196
H 3.060 0.046 -0.443  0.189

E_HOMO = -8.3 eV
Lowest unoccupied orbital energy = 0.87 eV
SMILES = C=NC.CNC
Calculated total energy = -269.02561 hartree



No. 2
Computed, not measured: a single C4H12N2 molecule at a distorted geometry, with ωB97M-V with the def2-TZVPD basis set.

Last column: natural (NBO) charge in e.
Geometry (Å):
C -0.477 0.548 -2.535  -0.420
N -0.834 0.573 -1.122  -0.624
C 0.219 0.854 -0.143  -0.241
C -0.190 0.459 1.240  -0.414
C -0.157 -1.051 1.562  -0.222
N 1.320 -1.405 1.564  -0.847
H 0.070 -0.377 -2.822  0.184
H -1.405 0.408 -3.073  0.203
H 0.125 1.360 -2.919  0.168
H -1.536 1.307 -1.128  0.344
H 0.656 1.898 -0.200  0.171
H 1.126 0.440 -0.686  0.200
H -1.186 0.831 1.493  0.204
H 0.512 0.929 2.015  0.214
H -0.790 -1.705 0.980  0.192
H -0.349 -1.148 2.643  0.180
H 1.464 -1.952 2.402  0.354
H 1.433 -1.968 0.729  0.353

E_HOMO = -8.8 eV
Lowest unoccupied orbital energy = 1.14 eV
SMILES = CNCCCN
Calculated total energy = -269.06256 hartree



No. 3
Computed, not measured: a single C4H12N2 molecule at a distorted geometry, with ωB97M-V with the def2-TZVPD basis set.

Last column: natural (NBO) charge in e.
Geometry (Å):
C 0.435 -1.229 1.107  -0.615
C -0.665 -0.236 0.657  -0.045
C -2.030 -0.913 0.670  -0.624
N -0.334 0.145 -0.750  -0.640
C 0.532 1.266 -0.889  -0.047
N 1.962 0.956 -0.753  -0.824
H 1.381 -0.728 1.265  0.230
H 0.006 -1.722 1.987  0.191
H 0.505 -2.057 0.406  0.207
H -0.626 0.619 1.318  0.170
H -2.160 -1.364 1.647  0.217
H -2.811 -0.150 0.573  0.203
H -2.140 -1.571 -0.189  0.213
H -1.202 0.241 -1.220  0.363
H 0.314 1.673 -1.894  0.151
H 0.207 2.124 -0.282  0.148
H 2.396 1.756 -1.212  0.349
H 2.126 0.214 -1.432  0.353

E_HOMO = -9.0 eV
Lowest unoccupied orbital energy = 1.10 eV
SMILES = CC(C)NCN
Calculated total energy = -269.08891 hartree



No. 4
Computed, not measured: a single C4H12N2 molecule at a distorted geometry, with ωB97M-V with the def2-TZVPD basis set.

Last column: natural (NBO) charge in e.
Geometry (Å):
N -0.136 -2.160 0.624  -0.825
C 1.061 -1.292 0.586  -0.225
C 1.013 -0.388 -0.704  -0.417
C 0.315 0.970 -0.509  -0.424
C -1.117 0.859 -0.046  -0.230
N -1.780 2.173 0.058  -0.833
H 0.055 -2.563 1.544  0.349
H -0.026 -2.888 -0.074  0.350
H 1.960 -1.925 0.574  0.170
H 1.065 -0.591 1.411  0.187
H 0.359 -0.881 -1.448  0.196
H 1.931 -0.458 -1.305  0.214
H 0.834 1.586 0.250  0.188
H 0.531 1.599 -1.368  0.209
H -1.309 0.366 0.911  0.206
H -1.737 0.226 -0.695  0.187
H -1.564 2.648 0.927  0.352
H -1.455 2.717 -0.734  0.345

E_HOMO = -9.0 eV
Lowest unoccupied orbital energy = 1.12 eV
SMILES = NCCCCN
Calculated total energy = -269.07925 hartree



No. 5
Computed, not measured: a single C4H12N2 molecule at a distorted geometry, with ωB97M-V with the def2-TZVPD basis set.

Last column: natural (NBO) charge in e.
Geometry (Å):
N -1.744 0.813 -0.966  -0.851
C -1.264 1.343 0.319  -0.216
C 0.250 1.324 0.322  -0.427
C 1.042 0.078 -0.122  -0.411
C 0.356 -1.296 0.165  -0.207
N 1.359 -2.317 0.408  -0.864
H -2.745 0.695 -0.978  0.357
H -1.352 -0.061 -1.278  0.351
H -1.692 0.861 1.205  0.164
H -1.608 2.377 0.257  0.197
H 0.660 1.863 1.159  0.211
H 0.526 2.026 -0.481  0.209
H 2.019 0.076 0.354  0.206
H 1.144 0.064 -1.206  0.202
H -0.321 -1.131 0.999  0.166
H -0.246 -1.669 -0.656  0.177
H 1.383 -3.006 -0.312  0.368
H 2.233 -2.043 0.810  0.367

E_HOMO = -8.7 eV
Lowest unoccupied orbital energy = 1.10 eV
SMILES = NCCCCN
Calculated total energy = -269.07822 hartree



No. 6
Computed, not measured: a single C4H12N2 molecule at a distorted geometry, with ωB97M-V with the def2-TZVPD basis set.

Last column: natural (NBO) charge in e.
Geometry (Å):
C -1.725 1.281 1.728  -0.428
N -1.102 0.471 0.619  -0.622
C 0.179 -0.232 0.907  -0.248
C 0.498 -1.307 -0.135  -0.414
C 0.539 -0.718 -1.649  -0.210
N 1.748 -0.095 -1.963  -0.852
H -2.001 0.667 2.602  0.196
H -1.126 2.143 2.208  0.162
H -2.661 1.735 1.376  0.205
H -0.766 1.224 -0.011  0.337
H 0.763 0.690 0.995  0.179
H 0.229 -0.718 1.949  0.195
H -0.134 -2.202 -0.166  0.215
H 1.613 -1.784 -0.034  0.208
H -0.491 -0.101 -1.731  0.157
H 0.437 -1.614 -2.266  0.194
H 1.970 0.805 -1.594  0.364
H 2.031 -0.246 -2.834  0.362

E_HOMO = -8.7 eV
Lowest unoccupied orbital energy = 1.07 eV
SMILES = CNCCCN
Calculated total energy = -269.03517 hartree